[1]
{
  "formula": "C9H35O9",
  "method": "ωB97M-V/def2-TZVPD",
  "elements": ["O", "O", "O", "O", "O", "O", "O", "O", "O", "C", "C", "C", "C", "C", "C", "C", "C", "C", "H", "H", "H", "H", "H", "H", "H", "H", "H", "H", "H", "H", "H", "H", "H", "H", "H", "H", "H", "H", "H", "H", "H", "H", "H", "H", "H", "H", "H", "H", "H", "H", "H", "H", "H"],
  "xyz": [[-1.733, -4.945, -1.904], [3.652, 0.555, 2.198], [-0.762, 0.353, -4.619], [2.740, 3.049, -1.079], [-1.230, 2.655, 2.367], [0.542, -1.379, 3.311], [0.512, 0.241, 0.971], [-2.271, 0.126, 1.154], [-0.085, 3.430, -0.642], [2.657, 2.268, -2.208], [-2.368, 3.438, 2.080], [0.289, -2.736, 2.989], [4.411, -0.033, 1.146], [-2.920, -1.006, 1.578], [-1.401, -4.543, -0.598], [0.719, -0.631, -0.090], [-0.493, -0.565, -3.584], [-1.142, 2.641, -1.230], [0.748, -0.099, -1.040], [-0.053, -1.400, -0.055], [-1.249, -3.464, -0.580], [-1.320, 0.081, 1.278], [2.581, 2.820, -3.144], [5.483, 0.152, 1.214], [4.307, -1.118, 1.163], [3.568, 1.670, -2.232], [-3.982, -0.945, 1.339], [0.214, 4.078, -1.284], [-2.361, -4.282, -2.202], [-1.392, 1.785, -0.603], [1.791, 1.611, -2.120], [-2.828, -1.119, 2.658], [3.802, -0.039, 2.937], [-3.237, 2.914, 2.477], [-2.025, 3.227, -1.485], [-0.724, -1.579, -3.909], [-1.711, 0.478, -4.688], [-2.167, -4.895, 0.093], [-2.513, -1.863, 1.042], [3.101, 3.922, -1.250], [-1.463, 1.807, 1.981], [4.146, 0.268, 0.132], [-1.133, -0.261, -2.756], [0.503, -0.870, 2.498], [-2.338, 4.387, 2.616], [0.898, -3.060, 2.145], [0.537, -0.500, -3.231], [-0.730, 2.176, -2.126], [-0.478, -5.066, -0.347], [0.473, -3.356, 3.866], [1.687, -1.121, 0.012], [-2.484, 3.600, 1.009], [-0.769, -2.856, 2.752]],
  "forces_ev_per_angstrom": [[-0.3812, 0.0242, -0.7767], [0.7307, -0.0989, -0.7629], [0.4884, 0.5266, -0.9709], [-0.1491, 1.2834, 1.3189], [-0.2869, 0.6894, 0.1098], [0.1263, -1.2881, 1.2298], [-0.8667, -0.6471, 0.2552], [-1.2916, 1.5861, -0.6427], [-1.1021, -0.3554, 0.2072], [0.3805, -0.7400, -0.6108], [-0.0246, -0.4030, 0.5172], [-0.2201, 0.8959, 0.2015], [0.1734, -0.5438, -0.0436], [-0.0379, -0.5129, 0.1987], [0.4263, -0.3934, 0.2264], [0.0148, 1.2370, 1.8171], [-0.7810, 0.1667, 0.5817], [1.2805, -0.0181, -0.2317], [-0.2534, -0.0453, -0.6374], [-0.3645, -0.7086, -0.7987], [0.0593, -0.0190, 0.4873], [2.1163, -0.2569, -0.2253], [-0.0758, 0.1771, -0.1280], [0.2962, 0.2973, 0.3184], [-0.1513, -0.2227, -0.0392], [0.0268, -0.4697, -0.4882], [-0.1058, 0.1510, -0.0702], [-0.0480, -0.1384, -0.1185], [-0.0767, -0.1692, -0.3635], [0.0800, 0.4191, 0.5265], [0.0088, -0.0043, 0.0627], [0.0123, -0.4124, 0.1983], [-0.3625, 0.1377, 0.2245], [-0.5065, 0.0273, -0.2004], [-0.1395, 0.0731, 0.0704], [0.0898, -0.2168, 0.1555], [0.0739, -0.0617, 0.1028], [-0.0823, 0.3474, 0.3090], [-0.0405, -0.5274, 0.2270], [0.0547, -0.1759, -0.1853], [0.5269, -0.4368, -0.0452], [-0.6636, 0.4758, 0.3530], [0.1513, -0.5394, 0.4611], [0.1581, 1.2774, -1.3769], [0.3548, 0.1202, -0.1280], [0.0583, -0.2418, -0.0747], [-0.0413, 0.1227, -0.3650], [-0.2157, 0.0142, -0.4754], [0.0843, 0.2437, 0.1345], [0.2578, -0.0137, 0.0263], [0.5528, -0.5652, -0.1744], [-0.0826, 0.1983, -0.0963], [-0.2318, -0.2656, -0.2909]],
  "lowdin_charge": [-0.132, -0.096, -0.135, -0.102, -0.107, -0.135, -0.375, -0.142, -0.119, -0.189, -0.181, -0.184, -0.179, -0.187, -0.170, -0.325, -0.172, -0.142, 0.017, 0.034, 0.061, 0.010, 0.076, 0.058, 0.068, 0.069, 0.071, 0.058, 0.067, 0.063, 0.061, 0.081, 0.068, 0.068, 0.067, 0.072, 0.070, 0.075, 0.058, 0.078, 0.022, 0.066, 0.071, 0.004, 0.068, 0.069, 0.070, 0.055, 0.080, 0.064, 0.044, 0.057, 0.051],
  "spin_multiplicity": 1,
  "homo_ev": -3.49,
  "e_lumo_ev": 2.69,
  "energy_ev": -28323.893,
  "total_charge": -1,
  "e_above_lowest_ev": 0.0000
}



[2]
{
  "formula": "C9H36BF4N18O9",
  "method": "ωB97M-V/def2-TZVPD",
  "elements": ["F", "F", "F", "F", "O", "O", "O", "O", "O", "O", "O", "O", "O", "N", "N", "N", "N", "N", "N", "N", "N", "N", "N", "N", "N", "N", "N", "N", "N", "N", "N", "C", "C", "C", "C", "C", "C", "C", "C", "C", "B", "H", "H", "H", "H", "H", "H", "H", "H", "H", "H", "H", "H", "H", "H", "H", "H", "H", "H", "H", "H", "H", "H", "H", "H", "H", "H", "H", "H", "H", "H", "H", "H", "H", "H", "H", "H"],
  "xyz": [[7.930, 4.399, -17.381], [9.991, 4.755, -16.644], [8.357, 6.206, -15.908], [8.393, 4.080, -15.142], [12.266, 9.198, -15.411], [5.963, 8.814, -19.205], [5.817, 2.709, -21.059], [3.516, 4.756, -15.958], [11.753, 4.976, -11.791], [7.962, 0.466, -18.572], [11.307, 3.456, -18.781], [6.507, 0.693, -11.807], [7.801, 6.453, -10.889], [12.366, 3.584, -16.794], [5.444, 3.796, -15.246], [6.490, 6.629, -18.736], [9.858, 4.180, -12.733], [7.611, 0.539, -16.321], [6.588, 7.572, -12.462], [8.030, 8.252, -18.476], [13.472, 2.638, -18.555], [10.284, 8.279, -16.195], [4.851, 1.914, -10.844], [11.958, 6.939, -15.442], [9.356, 1.662, -17.225], [11.864, 3.320, -13.383], [7.711, 3.429, -19.973], [6.229, 2.895, -12.358], [5.432, 5.981, -15.883], [5.678, 3.629, -18.988], [8.706, 6.896, -12.947], [6.363, 3.264, -20.107], [4.730, 4.829, -15.761], [6.750, 7.970, -18.764], [11.565, 8.230, -15.667], [11.209, 4.226, -12.601], [12.303, 3.204, -18.120], [5.863, 1.741, -11.749], [8.271, 0.908, -17.466], [7.704, 6.925, -12.016], [8.646, 4.885, -16.265], [8.396, 9.187, -18.496], [7.055, 5.990, -18.210], [6.194, 4.216, -18.366], [6.570, 8.073, -13.327], [13.259, 3.447, -16.361], [6.703, 2.776, -13.234], [13.668, 2.448, -19.519], [8.384, 7.025, -13.888], [8.125, 3.693, -19.091], [9.520, 1.946, -16.280], [4.849, 2.992, -15.111], [6.412, 5.957, -15.665], [6.427, 3.626, -15.368], [9.963, 1.960, -17.976], [9.603, 7.558, -15.992], [4.695, 3.437, -19.080], [5.745, 6.268, -19.306], [5.755, 7.334, -11.949], [11.407, 2.764, -14.075], [12.949, 6.891, -15.263], [9.378, 4.897, -12.212], [7.786, 1.008, -15.452], [9.662, 7.141, -12.746], [6.777, -0.012, -16.408], [14.017, 2.172, -17.854], [4.414, 2.813, -10.838], [11.464, 6.291, -16.030], [5.051, 6.746, -16.412], [9.452, 4.046, -13.656], [4.506, 1.084, -10.399], [8.679, 7.548, -18.175], [11.506, 3.883, -16.353], [8.248, 3.010, -20.711], [6.055, 3.774, -11.918], [9.967, 9.206, -16.426], [12.850, 3.310, -13.186]],
  "forces_ev_per_angstrom": [[-0.4823, 0.7927, 0.8744], [-0.1335, 0.6466, 0.6077], [-0.3259, 0.1547, -0.3421], [-0.3267, -0.2597, -0.1549], [-0.4643, -0.1821, -0.3897], [0.4406, -0.6756, 0.7334], [0.3305, 0.6162, 0.1140], [0.7685, -0.0758, -0.1149], [0.2893, -0.7495, -0.5891], [0.1478, 0.5060, 0.8030], [0.5799, -0.6513, -0.5496], [-1.0327, 0.3458, -0.9517], [-0.1889, 0.0853, -0.5824], [0.4637, -0.8489, -0.8231], [-0.5265, -1.1517, 0.3238], [-0.5583, 0.2343, 0.1495], [-0.7191, -0.0155, -0.2749], [-0.3447, 0.0339, 0.2321], [-0.4017, -0.6775, 0.6891], [1.5313, 0.4971, 1.0083], [0.1587, -0.0854, 0.1313], [0.3885, 0.7246, -0.1153], [0.3197, -0.1395, -0.4926], [-0.0820, 0.5937, 0.1561], [0.5541, 0.4012, 0.0395], [1.0290, 0.6743, 0.4727], [-0.1678, 0.3470, -0.8790], [-0.0825, -0.5279, -0.7082], [0.2538, 0.1784, 0.0678], [-0.0200, -0.1731, -0.9987], [-0.0843, 0.1843, -0.6076], [0.3091, -1.4621, 0.1592], [-1.2018, 0.6289, 0.2444], [-0.9131, 0.2978, -2.0345], [-0.2253, 0.0766, 0.3020], [-0.6890, 0.5989, 0.7403], [-0.8193, 1.1838, 0.5827], [1.3621, -0.7178, 1.9383], [-0.3917, -1.4940, -1.1036], [0.5642, 0.4355, 0.8028], [1.0256, -1.1340, -0.5936], [-0.4516, 0.0697, -0.0657], [0.1727, -0.0077, -0.1955], [-0.8762, -0.0404, 0.7515], [-0.2298, -0.0563, -0.1102], [-0.2938, 0.2791, 0.7059], [0.3630, 0.6115, 0.2677], [-0.3821, -0.0853, -0.0513], [0.4202, 0.1901, -0.2259], [0.0889, -0.3130, -0.4359], [0.3104, 0.2960, -0.0714], [0.2808, -0.0862, -0.0621], [-0.0555, 0.3357, -0.1893], [0.0032, 0.3085, -0.2395], [-0.2005, 0.1895, 0.0999], [0.2740, 0.2565, -0.1169], [-0.0879, 0.5736, 0.7292], [-0.1184, 0.0761, 0.2171], [-0.1584, 0.3931, -0.3148], [0.0948, -0.2623, 0.0276], [-0.1153, -0.5571, -0.1054], [0.0643, -0.0231, 0.0787], [-0.0887, -0.0759, 0.1133], [-0.0361, -0.3085, 0.2796], [-0.0046, 0.1094, -0.0940], [0.2545, -0.0908, -0.2228], [-0.6757, -0.2350, 0.2756], [0.5298, -0.6552, 0.0061], [0.0160, -0.1229, -0.0679], [0.2535, -0.1244, 0.4300], [-0.1770, 0.2935, 0.2235], [-0.0416, -0.1077, -0.1195], [0.4698, 0.0364, 0.0621], [0.2464, 0.0351, 0.2278], [0.0154, 0.3645, -0.3972], [-0.1790, -0.1012, 0.2559], [-0.0208, -0.3815, -0.5335]],
  "lowdin_charge": [0.096, 0.112, 0.103, 0.100, 0.022, 0.001, 0.000, 0.004, 0.007, 0.017, 0.022, 0.005, 0.025, 0.150, 0.163, 0.161, 0.162, 0.152, 0.157, 0.161, 0.150, 0.148, 0.142, 0.163, 0.178, 0.150, 0.170, 0.159, 0.175, 0.162, 0.155, -0.686, -0.689, -0.676, -0.667, -0.686, -0.656, -0.676, -0.681, -0.673, -1.267, 0.102, 0.044, 0.037, 0.092, 0.086, 0.072, 0.102, 0.062, 0.061, 0.080, 0.108, 0.054, 0.056, 0.080, 0.048, 0.114, 0.106, 0.103, 0.080, 0.107, 0.061, 0.078, 0.118, 0.101, 0.087, 0.088, 0.063, 0.107, 0.059, 0.101, 0.079, 0.054, 0.106, 0.095, 0.094, 0.100],
  "spin_multiplicity": 1,
  "homo_ev": -7.11,
  "e_lumo_ev": 1.96,
  "energy_ev": -66731.675,
  "total_charge": -1,
  "e_above_lowest_ev": 1.3715
}